## i
17
Properties=species:S:1:pos:R:3 method="wB97M-V/def2-TZVPD" total_charge=0 multiplicity=1 smiles=c1csc([C@@H]2CNN2)c1 gap_ev=9.17 lumo_ev=0.85
C -1.54 0.05 -2.09
C -0.31 0.30 -1.50
C -2.09 -1.15 -1.80
C -0.07 -0.56 -0.48
C 0.43 0.19 2.10
C 0.96 -0.43 0.61
N 1.41 1.23 1.95
N 1.72 0.88 0.54
S -1.30 -1.79 -0.43
H -1.94 0.44 -3.01
H 0.33 1.20 -1.63
H -2.95 -1.58 -2.11
H -0.69 0.11 2.20
H 0.86 -0.50 2.84
H 1.54 -1.29 0.81
H 0.96 2.15 1.79
H 2.70 0.75 0.21

=====

## ii
17
Properties=species:S:1:pos:R:3 method="wB97M-V/def2-TZVPD" total_charge=0 multiplicity=1 gap_ev=8.64 lumo_ev=0.58
C -0.98 -1.98 0.06
C -2.18 -1.39 -0.34
C -0.16 -0.90 0.32
C -0.79 0.26 -0.05
C 0.06 1.51 0.14
C 1.55 1.05 -0.10
N -2.06 -0.02 -0.39
N 1.75 -0.18 0.60
S 2.73 -1.35 -0.30
H -0.92 -3.03 0.39
H -3.10 -1.83 -0.65
H -0.31 2.15 -0.71
H 0.02 1.90 1.18
H 1.77 0.80 -1.18
H 2.24 1.78 0.08
H -2.70 0.57 -0.97
H 3.08 -1.93 0.78

=====

Relative to the most stable structure, the computed energies are i 0.0000; ii 0.0380, all in hartree.

=====

## i
15
Properties=species:S:1:pos:R:3 method="wB97M-V/def2-TZVPD" total_charge=0 multiplicity=1 gap_ev=9.53 lumo_ev=0.88
C -0.60 -2.51 -0.06
C -0.25 0.25 0.46
C -0.70 1.69 0.28
C -0.43 2.49 -0.76
C 1.16 0.00 0.44
C 2.36 -0.08 0.46
H -0.90 -2.52 0.99
H -1.19 -3.19 -0.69
H 0.46 -2.69 -0.21
H -0.65 -0.09 1.40
H -1.30 2.11 1.02
H -0.82 3.53 -0.82
H 3.42 -0.23 0.40
S -1.03 -0.88 -0.74
Cl 0.48 2.12 -2.16

=====

## ii
15
Properties=species:S:1:pos:R:3 method="wB97M-V/def2-TZVPD" total_charge=0 multiplicity=1 smiles="SCC1=CC=C[C@@H]1Cl" gap_ev=8.94 lumo_ev=0.15
C -0.66 1.45 0.14
C -0.36 0.15 -0.55
C -0.74 -0.17 -1.78
C -0.26 -1.45 -2.18
C 0.40 -1.95 -1.12
C 0.47 -0.90 -0.03
H 0.92 2.23 1.93
H -1.46 1.90 -0.60
H -1.28 1.27 1.03
H -1.33 0.41 -2.39
H 0.07 -1.88 -3.24
H 0.87 -3.00 -0.96
H 1.39 -0.39 0.14
S 0.59 2.77 0.67
Cl -0.10 -1.62 1.56

=====

## iii
15
Properties=species:S:1:pos:R:3 method="wB97M-V/def2-TZVPD" total_charge=0 multiplicity=1 smiles="ClC[C@@H]1[C@@H]2C=CS[C@@H]21" gap_ev=9.08 lumo_ev=0.85
C -1.63 0.08 -0.56
C -0.81 0.43 0.64
C 0.23 -0.49 1.24
C 1.56 -0.86 -0.89
C 1.43 0.45 -0.67
C 0.68 0.80 0.57
H -2.01 1.01 -1.04
H -1.05 -0.50 -1.30
H -1.37 1.00 1.37
H 0.26 -0.61 2.33
H 2.04 -1.32 -1.74
H 1.87 1.19 -1.32
H 1.03 1.63 1.15
S 0.81 -1.90 0.31
Cl -3.04 -0.91 -0.09

=====

Relative to the most stable structure, the computed energies are i 0.0665; ii 0.0448; iii 0.0000, all in hartree.

=====

## i
22
Properties=species:S:1:pos:R:3 method="wB97M-V/def2-TZVPD" total_charge=0 multiplicity=1 gap_ev="7.88 / 7.66" lumo_ev="0.39 / 0.65"
B -1.01 0.74 -0.33
C -1.35 2.02 0.41
C -2.10 -1.25 0.32
C 2.57 0.99 -0.23
C 2.08 -1.50 0.42
C -2.23 -0.18 -0.73
C 1.74 -0.25 -0.42
H -1.99 1.69 1.32
H -2.03 2.55 -0.38
H -0.49 2.65 0.74
H -0.97 -1.43 0.42
H -2.43 -0.96 1.28
H -2.75 -2.05 0.01
H 2.43 1.44 0.74
H 2.13 1.56 -1.10
H 3.57 0.60 -0.36
H 2.41 -1.38 1.51
H 1.24 -2.22 0.48
H 2.85 -2.15 0.03
H -2.16 -0.69 -1.80
H -3.16 0.32 -0.86
H 1.65 -0.49 -1.46

=====

## ii
22
Properties=species:S:1:pos:R:3 method="wB97M-V/def2-TZVPD" total_charge=0 multiplicity=1 smiles="C=BC(C)(C)C.C" gap_ev=9.12 lumo_ev=0.66
B 0.34 0.81 -0.86
C -3.13 1.34 1.92
C -0.47 1.75 -1.43
C 0.97 -0.53 1.31
C 1.08 -1.52 -0.99
C 2.72 0.16 -0.32
C 1.23 -0.24 -0.20
H -3.02 2.17 2.67
H -2.13 0.96 1.76
H -3.76 0.52 2.31
H -0.42 2.64 -2.06
H -3.46 1.68 0.95
H -1.49 1.72 -0.98
H 1.87 -1.21 1.73
H 0.03 -1.14 1.45
H 0.83 0.38 1.76
H 1.75 -2.17 -0.58
H 1.28 -1.31 -2.04
H 0.07 -1.87 -0.88
H 3.02 0.85 0.44
H 3.35 -0.78 -0.20
H 2.92 0.64 -1.28

=====

Relative to the most stable structure, the computed energies are i 0.0992; ii 0.0000, all in hartree.

=====

## i
22
Properties=species:S:1:pos:R:3 method="wB97M-V/def2-TZVPD" total_charge=+1 multiplicity=3 s_squared=2.006 gap_ev="4.64 / 4.62" lumo_ev="-4.00 / -8.89"
C -1.46 -1.82 0.44
C -3.06 0.02 -0.27
C 4.21 -0.32 -1.07
C -1.88 -0.29 0.57
C -0.79 0.68 0.57
N -0.87 1.93 0.17
P 2.74 0.30 -0.16
H -0.67 -1.97 -0.23
H -1.02 -2.15 1.40
H -2.28 -2.44 0.23
H -2.91 0.03 -1.38
H -3.53 1.00 -0.12
H -3.90 -0.62 -0.16
H 5.11 0.30 -0.75
H 3.86 -0.09 -2.15
H 4.33 -1.37 -0.73
H -2.31 -0.28 1.60
H 0.28 0.46 0.83
H -0.11 2.65 0.26
H -1.86 2.33 -0.11
H 3.06 1.61 -0.24
H 3.07 0.03 1.31

=====

## ii
22
Properties=species:S:1:pos:R:3 method="wB97M-V/def2-TZVPD" total_charge=+1 multiplicity=3 s_squared=2.008 gap_ev="4.78 / 6.73" lumo_ev="-3.67 / -6.72"
C -1.64 2.25 0.15
C 1.67 -0.87 1.46
C -1.90 -0.72 -0.93
C -1.22 0.98 0.77
C 1.53 -0.14 0.16
N -1.48 -0.23 0.41
P 2.17 -0.83 -1.25
H -1.94 3.02 0.99
H -2.44 2.06 -0.61
H -0.68 2.59 -0.32
H 0.69 -1.27 1.65
H 1.83 -0.14 2.28
H 2.42 -1.77 1.69
H -3.00 -0.64 -1.15
H -1.46 0.04 -1.60
H -1.48 -1.65 -1.09
H -0.76 1.05 1.72
H 2.01 0.89 0.10
H -1.38 -1.04 1.02
H 1.86 -0.28 -2.47
H 1.69 -2.14 -1.31
H 3.51 -1.15 -1.67

=====

Relative to the most stable structure, the computed energies are i 0.0000; ii 0.0225, all in hartree.

=====

## i
42
Properties=species:S:1:pos:R:3 method="wB97M-V/def2-TZVPD" total_charge=0 multiplicity=1 smiles=OCCO.OCCO.OCCO.O.O.O.O gap_ev=10.19 lumo_ev=0.37
C 9.71 9.74 10.25
C 10.11 9.18 8.90
O 11.41 9.49 8.42
O 10.55 9.33 11.39
H 8.68 9.42 10.52
H 9.70 10.80 10.29
H 9.29 9.62 8.37
H 9.93 8.08 8.95
H 11.76 8.60 8.20
H 11.44 9.00 11.06
C 11.44 6.30 6.64
C 11.17 4.81 6.55
O 10.17 4.63 7.53
O 11.83 6.66 7.91
H 10.45 6.85 6.45
H 12.25 6.67 5.98
H 12.04 4.25 6.81
H 10.72 4.52 5.60
H 9.82 3.75 7.38
H 11.21 6.29 8.62
C 5.67 7.39 9.32
C 6.10 6.28 10.20
O 7.22 5.56 9.64
O 6.68 8.44 9.22
H 4.77 7.86 9.68
H 5.43 6.96 8.35
H 5.15 5.78 10.33
H 6.40 6.69 11.21
H 8.01 5.81 10.10
H 7.30 8.03 8.55
O 12.98 8.01 10.87
H 13.59 7.50 11.46
H 13.52 8.17 10.07
O 11.39 8.62 13.86
H 12.13 8.95 14.42
H 11.12 9.26 13.21
O 13.32 6.52 13.57
H 12.76 5.81 13.92
H 12.69 7.20 13.34
O 9.48 6.62 11.06
H 10.02 5.88 11.41
H 9.84 7.46 11.50

=====

## ii
42
Properties=species:S:1:pos:R:3 method="wB97M-V/def2-TZVPD" total_charge=0 multiplicity=1 smiles=OCCO.OCCO.OCCO.O.O.O.O gap_ev=9.14 lumo_ev=-0.01
C -1.87 -0.47 -4.11
C -2.74 0.38 -3.10
O -3.51 -0.39 -2.11
O -2.46 -0.62 -5.35
H -1.63 -1.45 -3.69
H -0.97 0.11 -4.31
H -3.45 1.04 -3.59
H -2.15 1.07 -2.49
H -3.15 -0.62 -1.25
H -2.97 -1.43 -5.33
C 0.02 2.62 -1.08
C 0.56 2.40 0.32
O 1.62 3.26 0.60
O 0.78 1.92 -2.05
H 0.17 3.68 -1.24
H -1.06 2.49 -1.19
H 0.96 1.39 0.41
H -0.28 2.54 1.01
H 1.93 3.21 1.51
H 1.57 2.46 -2.11
C 0.81 -0.38 2.82
C 1.49 -0.61 4.22
O 2.12 0.48 4.73
O -0.52 0.10 2.92
H 0.93 -1.32 2.26
H 1.46 0.26 2.22
H 2.06 -1.54 4.26
H 0.56 -0.62 4.79
H 2.63 0.20 5.50
H -0.79 0.01 3.84
O 1.77 -2.99 -0.74
H 1.10 -3.61 -1.04
H 2.42 -2.98 -1.45
O -2.37 0.25 0.63
H -1.66 -0.39 0.60
H -2.35 0.60 1.52
O 3.18 -2.54 1.45
H 2.81 -2.39 0.58
H 2.79 -3.38 1.72
O -0.30 -1.05 -0.50
H 0.52 -1.52 -0.38
H -0.04 -0.18 -0.80

=====

Relative to the most stable structure, the computed energies are i 0.0000; ii 0.0457, all in hartree.

=====

## i
64
Properties=species:S:1:pos:R:3 method="wB97M-V/def2-TZVPD" total_charge=0 multiplicity=1 smiles="Cc1cc(C)cc(N(CC(=O)NC2CCCC2)C(=O)CCC(=O)Nc2cc(C)ccn2)c1" gap_ev=9.57 lumo_ev=0.68
C 0.99 4.42 -0.53
C 0.72 3.17 0.24
C 1.74 2.54 0.94
C 1.52 1.38 1.66
C 0.25 0.81 1.65
C -0.77 1.40 0.92
C -0.55 2.60 0.24
H -1.37 3.08 -0.27
N -2.06 0.80 0.89
C -2.64 0.29 -0.22
O -3.75 -0.21 -0.19
C -1.81 0.31 -1.50
C -0.69 -0.73 -1.41
C 0.36 -0.48 -2.49
O 0.47 -1.17 -3.48
N 1.13 0.61 -2.22
C 2.17 1.15 -2.96
N 2.70 2.24 -2.40
C 3.70 2.83 -3.03
C 4.23 2.38 -4.23
C 3.67 1.25 -4.82
C 2.62 0.62 -4.17
H 2.15 -0.26 -4.58
C 4.20 0.72 -6.12
H 3.60 -0.11 -6.47
H 5.23 0.39 -5.99
H 4.19 1.51 -6.87
H 5.05 2.90 -4.70
H 4.10 3.71 -2.54
H 0.97 1.12 -1.35
H -1.10 -1.73 -1.56
H -0.20 -0.70 -0.44
H -2.48 0.07 -2.33
H -1.39 1.30 -1.67
C -2.74 0.64 2.17
H -3.81 0.84 2.02
H -2.33 1.37 2.87
C -2.54 -0.78 2.73
O -1.72 -1.00 3.60
N -3.34 -1.68 2.15
H -3.88 -1.36 1.35
C -3.28 -3.11 2.38
C -1.95 -3.73 1.92
H -1.17 -2.97 1.95
H -2.01 -4.12 0.90
C -1.64 -4.81 2.96
H -0.59 -5.08 2.97
H -2.23 -5.70 2.76
C -2.09 -4.15 4.26
H -2.20 -4.86 5.07
H -1.38 -3.38 4.55
C -3.42 -3.49 3.88
H -3.61 -2.61 4.48
H -4.24 -4.19 4.01
H -4.11 -3.54 1.82
H 0.05 -0.09 2.21
C 2.63 0.73 2.42
H 3.26 0.16 1.74
H 2.24 0.05 3.18
H 3.25 1.48 2.91
H 2.72 2.98 0.93
H 1.57 5.12 0.06
H 0.07 4.90 -0.85
H 1.57 4.17 -1.42

=====

## ii
64
Properties=species:S:1:pos:R:3 method="wB97M-V/def2-TZVPD" total_charge=0 multiplicity=1 smiles="COc1ccc(C(=O)Nc2ccnn2C2CCN(CC[C@H](C)c3ccc(C)o3)CC2)cc1" gap_ev=8.78 lumo_ev=0.59
C 5.00 5.71 -0.52
H 4.58 6.71 -0.53
O 3.93 4.85 -0.20
C 4.16 3.52 -0.11
C 5.40 2.90 -0.32
C 5.51 1.53 -0.19
C 4.41 0.74 0.12
C 3.18 1.36 0.34
C 3.06 2.73 0.23
H 2.12 3.22 0.41
H 2.31 0.80 0.64
C 4.65 -0.73 0.22
O 5.75 -1.20 0.42
N 3.53 -1.49 0.06
C 3.48 -2.88 0.10
C 4.49 -3.81 0.22
C 3.83 -5.04 0.18
N 2.53 -4.89 0.05
N 2.31 -3.57 0.00
C 0.95 -3.10 -0.11
H 0.35 -4.03 -0.13
C 0.68 -2.34 -1.41
C -0.77 -1.88 -1.45
N -1.05 -1.03 -0.30
C -0.93 -1.81 0.92
C 0.51 -2.28 1.10
H 1.15 -1.40 1.22
H 0.59 -2.88 2.00
H -1.21 -1.18 1.77
H -1.60 -2.68 0.90
C -2.33 -0.35 -0.40
C -2.39 0.88 0.51
H -2.45 0.57 1.55
H -1.48 1.46 0.37
C -3.61 1.75 0.19
C -4.88 0.97 0.34
C -5.48 0.42 1.43
C -6.65 -0.23 0.95
C -6.68 -0.03 -0.39
O -5.60 0.70 -0.77
C -7.65 -0.45 -1.44
H -8.44 -1.04 -0.98
H -8.08 0.41 -1.94
H -7.15 -1.06 -2.19
H -7.37 -0.77 1.54
H -5.15 0.46 2.45
C -3.63 3.00 1.08
H -3.69 2.71 2.13
H -4.49 3.62 0.85
H -2.73 3.58 0.93
H -3.56 2.07 -0.86
H -2.44 -0.01 -1.44
H -3.17 -1.03 -0.18
H -0.94 -1.30 -2.36
H -1.44 -2.76 -1.47
H 1.32 -1.46 -1.49
H 0.89 -2.98 -2.27
H 4.25 -6.02 0.25
H 5.54 -3.61 0.32
H 2.66 -1.02 -0.14
H 6.46 1.05 -0.35
H 6.27 3.48 -0.57
H 5.79 5.65 0.23
H 5.42 5.48 -1.50

=====

Relative to the most stable structure, the computed energies are i 0.0000; ii 0.1124, all in hartree.

=====

## i
12
Properties=species:S:1:pos:R:3 method="wB97M-V/def2-TZVPD" total_charge=0 multiplicity=1 smiles=CCN(I)OS gap_ev="7.56 / 7.56" lumo_ev="-1.47 / -1.47"
C -0.77 -0.95 -0.52
C -0.31 0.23 0.30
N 0.97 0.68 -0.20
O 1.40 1.89 0.42
S 2.64 2.54 -0.40
I 2.67 -0.79 0.79
H -1.53 -0.77 -1.34
H 0.20 -1.28 -1.12
H -1.02 -1.73 0.26
H -0.95 1.26 0.13
H -0.33 0.12 1.40
H 2.02 2.38 -1.71

=====

## ii
12
Properties=species:S:1:pos:R:3 method="wB97M-V/def2-TZVPD" total_charge=0 multiplicity=1 gap_ev=8.60 lumo_ev=-0.25
C -0.36 -1.53 -0.45
C 0.67 -0.70 0.30
N 0.44 0.67 0.02
O -0.81 1.13 0.51
S -1.53 2.40 -0.43
I 2.08 1.78 0.66
H 0.02 -1.65 -1.39
H -0.59 -2.50 -0.10
H -1.32 -1.07 -0.37
H 0.40 -0.99 1.38
H 1.60 -0.93 -0.11
H -0.60 3.39 -0.02

=====

Relative to the most stable structure, the computed energies are i 0.0200; ii 0.0000, all in hartree.

=====

## i
22
Properties=species:S:1:pos:R:3 method="wB97M-V/def2-TZVPD" total_charge=0 multiplicity=1 smiles="CCCC(=C=O)OC.N#CC#N" gap_ev=8.88 lumo_ev=0.09
C -2.70 0.99 -2.69
C 1.23 0.11 -0.16
C -1.41 1.28 -3.00
C -0.27 0.28 0.04
C -0.91 1.05 0.89
C 1.78 0.34 2.31
C -1.30 -1.78 -0.62
C 1.79 -0.56 1.11
N -3.78 0.64 -2.43
N -0.40 1.75 -3.30
O -1.46 1.83 1.57
O -1.10 -0.40 -0.90
H 1.84 1.11 -0.25
H 0.80 0.69 2.42
H 2.35 0.00 3.16
H 2.30 1.24 2.15
H -1.90 -2.02 -1.47
H -1.96 -1.71 0.24
H -0.38 -2.19 -0.50
H 2.77 -0.83 0.93
H 1.23 -1.37 1.46
H 1.47 -0.45 -0.97

=====

## ii
22
Properties=species:S:1:pos:R:3 method="wB97M-V/def2-TZVPD" total_charge=0 multiplicity=1 gap_ev="6.81 / 6.44" lumo_ev="-0.61 / -0.77"
C -3.35 -1.54 0.05
C -1.28 0.01 1.48
C -2.75 -1.53 -1.22
C -1.72 -0.39 -1.30
C -0.37 -0.80 -0.68
C -0.14 0.08 0.61
C 0.14 1.50 0.21
C 0.97 -0.64 1.44
N -3.61 -1.55 2.37
N -3.39 -1.65 1.24
O -1.94 -0.14 2.45
O -2.82 -2.35 -2.11
H -1.74 -0.14 -2.36
H -2.07 0.63 -0.77
H -0.40 -1.89 -0.57
H 0.39 -0.56 -1.54
H -0.61 2.21 0.34
H 0.46 1.68 -0.96
H 1.00 1.92 0.72
H 0.88 -1.66 1.32
H 0.75 -0.37 2.48
H 1.95 -0.12 1.15

=====

Relative to the most stable structure, the computed energies are i 0.0000; ii 0.1068, all in hartree.

=====

## i
22
Properties=species:S:1:pos:R:3 method="wB97M-V/def2-TZVPD" total_charge=0 multiplicity=1 gap_ev="7.79 / 7.79" lumo_ev="0.09 / 0.09"
C 1.68 -0.32 2.57
C 0.36 -0.86 2.54
C 1.89 0.32 1.39
C -0.19 -0.55 1.34
C 0.54 0.62 -0.61
C -1.54 -0.75 0.76
C -1.48 -1.10 -0.74
C 0.96 1.79 -2.56
N -0.91 -0.10 -1.55
N 0.75 0.17 0.62
O -2.79 -1.34 -1.22
O 1.32 1.45 -1.23
H 2.37 -0.40 3.39
H -0.11 -1.42 3.33
H 2.74 0.85 1.01
H -2.08 -1.54 1.28
H -2.12 0.18 0.86
H -0.94 -2.07 -0.85
H 0.78 0.88 -3.14
H 1.79 2.36 -2.97
H 0.04 2.38 -2.56
H -3.07 -0.53 -1.66

=====

## ii
22
Properties=species:S:1:pos:R:3 method="wB97M-V/def2-TZVPD" total_charge=0 multiplicity=1 smiles="NC(=O)OCc1ccc(N)cc1" gap_ev=9.65 lumo_ev=0.75
C 3.25 -0.05 0.09
C 1.42 1.04 -0.84
C 0.10 0.43 -0.43
C -0.83 1.34 0.02
C -2.27 1.06 0.28
C -2.74 -0.14 0.11
C -1.59 -1.12 -0.23
C -0.47 -0.85 -0.65
H 4.40 -1.69 0.85
H 4.15 -0.22 2.27
H 1.70 0.69 -1.74
H 1.39 2.06 -1.05
H -0.64 2.42 0.18
H -3.00 1.67 0.50
H -4.53 -0.26 1.24
H -3.99 -1.66 0.23
H -2.24 -1.95 -0.46
H 0.21 -1.66 -1.09
N 4.12 -0.64 1.15
N -4.15 -0.60 0.31
O 3.18 -0.84 -0.94
O 2.52 0.97 0.22

=====

Relative to the most stable structure, the computed energies are i 0.0000; ii 0.0110, all in hartree.